The following is a quantum chemistry calculation of an isolated ion of composition C4H10NOS and charge +1 in a non-equilibrium geometry, from the Open Molecules 2025 dataset.

```
17
Properties=species:S:1:pos:R:3:mulliken_charge:R:1
S -0.52 0.93 -2.47 -0.193
O 0.74 -2.58 0.26 -0.472
N -0.45 -0.95 1.88 -0.344
C 0.63 1.34 -1.11 -0.908
C -0.35 -0.48 0.41 0.075
C -0.09 0.99 0.24 -0.732
C 0.35 -1.59 -0.30 0.007
H -1.42 -0.61 0.15 0.242
H 0.25 -0.50 2.47 0.333
H 1.62 0.89 -1.14 0.446
H 0.24 -1.61 -1.39 0.393
H -1.29 -0.61 2.35 0.380
H -1.00 1.57 0.31 0.417
H 0.63 2.42 -1.20 0.466
H -0.34 -1.97 2.00 0.361
H 0.68 1.26 0.98 0.345
H 0.31 1.49 -3.41 0.182
```

For the gap between HOMO and LUMO, the calculation gives 8.946 eV. For the LUMO energy, the calculation gives -3.90 eV. Its net charge is +1.

---

The following is a quantum chemistry calculation of C31H47N7NaPSSi as an isolated structure, from the Open Molecules 2025 dataset.

```
89
Properties=species:S:1:pos:R:3:mulliken_charge:R:1
S 3.87 -3.96 0.03 -0.268
P 0.58 3.55 1.25 -0.485
Si -1.17 -1.50 -0.20 -0.270
Na 1.24 0.13 0.72 0.762
N 3.04 -1.57 0.57 -0.187
N -0.41 3.54 -1.36 0.307
N 1.09 1.96 -1.02 0.320
N 0.24 1.21 2.79 -0.312
N 3.21 3.96 2.09 0.137
N -1.50 2.58 2.85 0.378
N 2.87 1.89 1.38 0.401
C -2.42 3.64 2.50 -0.722
C 3.13 -2.77 1.04 -0.277
C 4.62 -2.86 -2.47 -0.611
C 3.63 -0.38 -1.52 -0.045
C 4.39 3.29 2.23 -0.476
C -0.68 -2.43 -1.89 2.598
C 0.06 -1.44 -2.81 -1.406
C 2.31 3.07 1.57 -0.559
C -0.39 -3.45 1.75 -1.559
C -1.80 -3.08 -2.72 -1.787
C -0.27 2.34 2.32 0.278
C -4.15 -1.29 -0.75 -1.850
C -1.68 -2.92 1.09 2.498
C 2.97 5.34 2.45 -0.829
C -2.85 -0.50 -0.59 2.659
C 0.39 2.92 -0.45 0.239
C -2.66 0.34 -1.86 -2.328
C -1.78 1.53 3.68 -0.265
C 4.17 -0.50 -2.78 -0.641
C -2.47 -4.13 0.57 -1.851
C 3.58 -1.53 -0.71 -0.478
C 0.36 -3.51 -1.58 -2.110
C -0.20 2.93 -2.56 -1.128
C -0.70 0.71 3.64 -0.939
C 4.08 -2.75 -1.19 0.835
C -2.49 -2.31 2.24 -2.200
C 4.66 -1.72 -3.25 -0.604
C -1.43 4.55 -1.10 -0.856
C 4.16 2.02 1.78 -0.875
C 0.74 1.97 -2.34 -0.564
C -3.06 0.53 0.53 -1.766
H -0.63 -4.19 2.52 0.526
H 0.93 -1.02 -2.29 -0.229
H -0.06 -4.37 -1.05 0.340
H -2.72 -4.80 1.39 0.504
H 1.15 1.26 -3.04 0.594
H -3.49 1.06 -1.97 0.547
H -3.10 3.30 1.72 0.159
H 2.27 5.41 3.28 0.312
H -2.37 -3.81 -2.14 0.265
H -2.50 -2.35 -3.11 0.336
H -3.93 1.17 0.30 0.686
H -1.87 4.51 2.15 0.310
H -4.98 -0.62 -1.01 0.511
H 5.27 3.77 2.62 0.409
H 2.58 5.90 1.61 0.322
H -1.90 -4.71 -0.16 0.333
H -4.07 -2.04 -1.55 0.272
H 5.07 -1.78 -4.25 0.385
H -3.23 0.08 1.51 0.184
H -0.55 -0.22 4.16 0.544
H -1.11 5.18 -0.28 0.344
H -4.43 -1.82 0.16 0.338
H -2.58 -3.03 3.06 0.578
H -2.72 1.47 4.21 0.491
H 0.28 -3.92 1.04 0.294
H -3.50 -2.04 1.94 0.319
H 5.00 -3.80 -2.83 0.422
H 4.85 1.19 1.73 0.557
H -0.57 -0.61 -3.13 0.303
H 2.75 -3.05 2.02 0.492
H -1.38 -3.61 -3.58 0.505
H 0.81 -3.89 -2.51 0.593
H -2.64 -0.27 -2.76 0.377
H 3.24 0.56 -1.15 0.406
H -2.38 4.08 -0.86 0.235
H 0.42 -1.96 -3.71 0.616
H 3.92 5.78 2.76 0.316
H 0.15 -2.63 2.23 0.107
H -1.55 5.16 -1.99 0.381
H -2.17 1.17 0.62 -0.097
H -3.40 -3.83 0.09 0.257
H 1.17 -3.11 -0.96 0.078
H 4.22 0.37 -3.42 0.440
H -1.73 0.91 -1.82 0.245
H -0.74 3.22 -3.45 0.434
H -3.00 3.92 3.38 0.397
H -2.01 -1.42 2.63 0.099
```

For the gap between HOMO and LUMO, the calculation gives 5.193 eV. For the LUMO energy, the calculation gives 0.06 eV.

---

The following is a quantum chemistry calculation of CaIZn2 as an isolated structure in a non-equilibrium geometry, from the Open Molecules 2025 dataset.

```
4
Properties=species:S:1:pos:R:3:mulliken_charge:R:1
I -16.68 25.16 11.78 0.157
Zn -16.06 26.00 14.54 1.504
Zn -18.40 27.52 11.08 1.531
Ca -14.17 25.08 10.00 1.808
```

For the gap between HOMO and LUMO, the calculation gives 7.986 eV. For the LUMO energy, the calculation gives -24.43 eV. Its net charge is +5.

---

The following is a quantum chemistry calculation of one molecule with the formula C5H10O, from the Open Molecules 2025 dataset.

```
16
Properties=species:S:1:pos:R:3:mulliken_charge:R:1
O 0.19 1.43 -1.38 -0.562
C -0.48 -1.02 0.60 -0.458
C -1.37 0.04 -0.09 -0.598
C 0.90 -1.17 0.00 -0.255
C 1.94 -0.41 0.36 -0.693
C -0.72 1.41 -0.30 -0.432
H 1.82 0.36 1.12 0.232
H -1.71 -0.31 -1.06 0.309
H -1.00 -1.98 0.56 0.310
H 1.04 -1.92 -0.77 0.259
H -1.48 2.14 -0.55 0.349
H 0.84 0.73 -1.21 0.372
H -0.24 1.76 0.64 0.235
H -2.27 0.18 0.53 0.316
H 2.91 -0.49 -0.11 0.299
H -0.37 -0.76 1.66 0.317
```

For the gap between HOMO and LUMO, the calculation gives 10.990 eV. For the LUMO energy, the calculation gives 1.10 eV.

---

The following is a quantum chemistry calculation of a 9-piece molecular cluster, C8H28O8 overall in a non-equilibrium geometry, from the Open Molecules 2025 dataset.

```
44
Properties=species:S:1:pos:R:3:mulliken_charge:R:1
O -1.44 -2.04 2.50 -0.743
O 1.78 -2.29 1.78 -0.588
O -0.99 1.78 3.55 -0.627
O 0.62 3.84 0.80 -0.673
O 2.62 2.33 -0.15 -0.568
O 2.64 2.99 2.51 -0.663
O 0.26 -0.34 4.02 -0.569
O -2.82 0.36 1.11 -0.569
C 0.17 0.86 -3.76 -1.002
C 0.25 -0.91 -2.10 0.671
C -2.75 0.18 -1.99 -0.605
C -0.19 -3.22 -1.84 -1.129
C -1.93 -0.04 -3.01 -0.482
C 0.63 -0.75 -0.85 -1.358
C -0.48 0.09 -2.89 0.453
C 0.47 -2.21 -2.80 -0.414
H -1.16 1.02 2.99 0.343
H -2.51 0.84 -1.19 0.222
H 0.20 -2.38 -3.90 0.329
H -0.28 -4.24 -2.14 0.399
H 2.59 -1.85 2.00 0.276
H -0.02 1.74 3.52 0.310
H 0.89 -0.75 4.60 0.241
H -2.28 -0.75 -3.89 0.166
H 1.50 3.50 0.99 0.397
H 1.30 0.88 -3.97 0.240
H -0.34 1.56 -4.34 0.393
H 0.18 -3.00 -0.90 0.352
H -1.30 -2.93 -1.78 0.248
H 1.04 -1.90 2.29 0.302
H 0.16 4.25 1.59 0.310
H 1.05 -1.53 -0.31 0.629
H 3.10 2.86 -0.78 0.287
H -1.96 -1.44 1.94 0.364
H -3.71 -0.24 -2.04 0.311
H -0.38 -1.00 3.75 0.358
H 2.76 3.63 1.74 0.342
H 3.25 2.25 2.06 0.339
H -2.20 1.00 1.02 0.288
H 1.84 2.09 -0.43 0.242
H 1.53 -2.55 -2.75 0.273
H -0.83 -2.42 1.89 0.317
H -3.65 0.66 1.50 0.269
H 0.40 0.11 -0.33 0.318
```

For the gap between HOMO and LUMO, the calculation gives 9.636 eV. For the LUMO energy, the calculation gives 0.24 eV.

---

The following is a quantum chemistry calculation of a 2-piece molecular cluster, C6H8O5 overall in a non-equilibrium geometry, from the Open Molecules 2025 dataset.

```
19
Properties=species:S:1:pos:R:3:mulliken_charge:R:1
O 3.06 1.91 -2.60 -0.604
O -1.79 -1.85 0.88 -0.465
O 4.18 1.70 -0.67 -0.474
O 2.02 1.56 -0.63 -0.011
O -4.61 -3.58 1.53 -0.266
C -0.95 -0.98 1.13 -0.058
C 3.05 1.72 -1.40 0.673
C 0.64 1.73 -1.18 -1.272
C -3.96 -2.71 2.19 -0.101
C -0.26 1.08 -0.15 -0.314
C 0.01 -0.43 0.13 -0.297
H -5.41 -3.92 1.98 0.356
H -1.29 1.18 -0.53 0.362
H -0.97 -0.49 2.13 0.346
H 0.63 1.11 -2.09 0.021
H 1.02 -0.52 0.54 0.225
H -0.24 1.62 0.81 0.335
H -0.06 -1.01 -0.80 0.233
H 4.92 1.87 -1.26 0.309
```

As for the multiplicity: 2. For the gap between HOMO and LUMO (alpha / beta), the calculation gives 4.366 / 4.279 eV. The expectation value of S² is 0.753. For the LUMO energy (alpha / beta), the calculation gives 2.51 / 2.42 eV. Its net charge is -1.

---

The following is a quantum chemistry calculation of one molecule with the formula C3H7ClOSi in a non-equilibrium geometry, from the Open Molecules 2025 dataset.

```
13
Properties=species:S:1:pos:R:3:mulliken_charge:R:1
Cl -2.29 -0.40 1.90 -0.196
Si 0.22 1.67 -0.52 0.533
O 0.19 -0.09 2.07 -0.398
C -0.66 -0.18 1.28 0.292
C -0.40 -0.25 -0.28 0.047
C 0.63 -1.39 -0.47 -1.385
H -1.31 -0.46 -0.86 0.393
H -0.35 2.14 0.63 -0.148
H 1.12 -1.49 -1.40 0.392
H 0.20 -2.37 -0.24 0.336
H -0.41 1.99 -1.70 -0.148
H 1.45 -1.28 0.22 0.391
H 1.61 2.11 -0.62 -0.108
```

For the gap between HOMO and LUMO, the calculation gives 11.162 eV. For the LUMO energy, the calculation gives 0.77 eV.

---

Calculated DFT total energy, -686.30276 -2784.11744 -4531.15180 -271.71448 -923.35744 -609.45288 -943.38704 hartree (same order as the records).
Calculated energy relative to the best compared isomer or geometry (same formula, charge and spin), 1.857 0.000 3.350 1.038 4.433 0.000 3.272 eV (same order as the records).